[1]
Here is a 3-piece molecular cluster, C6H14O2 overall from the OMol25 dataset. Energies are from ωB97M-V/def2-TZVPD.

The SMILES is C=CC(=C)CC.O.O. The value obtained for the highest occupied orbital energy is -9.087 eV. Its orbital gap is 9.7 eV. The energy above the lowest of the compared OMol25 structures with the same formula, charge and spin comes out at 47.4 kcal/mol.

Element x y z (Å)
1 C 2.11 0.75 0.83
2 C 0.67 1.27 0.78
3 C -0.08 0.99 -0.49
4 C 0.48 0.69 -1.67
5 C -2.44 0.68 0.49
6 C -1.56 1.14 -0.40
7 H 2.63 0.91 -0.11
8 H 2.12 -0.31 1.08
9 H 2.66 1.25 1.62
10 H 0.68 2.35 0.98
11 H 0.08 0.80 1.57
12 H -0.17 0.51 -2.52
13 H 1.52 0.84 -1.96
14 H -3.45 1.05 0.33
15 H -2.24 -0.06 1.25
16 H -1.97 1.85 -1.11
17 H 0.26 -2.13 0.98
18 H -1.16 -1.93 0.51
19 O -0.58 -1.76 1.26
20 H 1.45 -3.02 -0.76
21 H 0.99 -1.74 -1.59
22 O 0.73 -2.41 -0.94



[2]
Here is an isolated ion of composition C10H15N3O4PS and charge +1 from the OMol25 dataset. Energies are from ωB97M-V/def2-TZVPD.

As for the total charge: +1. The value obtained for the highest occupied orbital energy is -12.080 eV. Its orbital gap is 6.9 eV. The energy above the lowest of the compared OMol25 structures with the same formula, charge and spin comes out at 0.0 kcal/mol.

Element x y z (Å)
1 C 1.50 2.25 3.94
2 O 0.45 3.19 3.73
3 C 0.04 3.30 2.39
4 C -0.74 2.06 1.91
5 C -0.19 1.47 0.61
6 C -1.18 0.43 0.08
7 C -0.71 -0.42 -1.07
8 C -0.74 -1.78 -0.96
9 C -0.32 -2.54 -2.05
10 P -0.36 -4.35 -2.06
11 O -0.99 -4.79 -3.30
12 O 1.12 -4.90 -1.83
13 O -1.19 -4.67 -0.76
14 N 0.07 -1.89 -3.13
15 N 0.14 -0.60 -3.30
16 C -0.23 0.15 -2.28
17 N -0.19 1.53 -2.47
18 C 0.93 2.03 -2.53
19 S 2.34 2.64 -2.49
20 H 1.91 1.89 3.00
21 H 1.13 1.40 4.52
22 H 2.29 2.74 4.50
23 H 0.88 3.54 1.74
24 H -0.64 4.15 2.38
25 H -0.75 1.29 2.68
26 H -1.77 2.35 1.73
27 H 0.78 0.99 0.80
28 H -0.03 2.29 -0.08
29 H -2.14 0.90 -0.15
30 H -1.37 -0.26 0.89
31 H -1.09 -2.27 -0.06
32 H 1.76 -4.18 -1.80
33 H -1.13 -5.62 -0.56
34 H 0.32 -2.45 -3.95



[3]
Here is a 2-piece molecular cluster, C5H10O overall from the OMol25 dataset. Energies are from ωB97M-V/def2-TZVPD.

The SMILES is C=CCC=C.O. The value obtained for the highest occupied orbital energy is -8.967 eV. Its orbital gap is 9.8 eV. The energy above the lowest of the compared OMol25 structures with the same formula, charge and spin comes out at 84.3 kcal/mol.

Element x y z (Å)
1 C -0.91 1.09 0.68
2 C -1.49 1.42 -0.49
3 C -0.13 -0.10 1.19
4 C 1.31 0.07 1.03
5 C 2.16 -0.55 0.14
6 H -0.99 1.81 1.40
7 H -1.60 2.40 -0.94
8 H -1.99 0.52 -1.15
9 H -0.42 -1.06 0.79
10 H -0.54 -0.18 2.15
11 H 1.52 1.09 1.19
12 H 3.05 -0.10 -0.17
13 H 1.82 -1.58 -0.02
14 H -0.99 -2.07 -1.26
15 H 0.21 -1.40 -2.00
16 O -0.72 -1.37 -1.91



[4]
Here is C35H29ClCsGeNS as an isolated structure from the OMol25 dataset. Energies are from ωB97M-V/def2-TZVPD.

As for the total charge: -1. The value obtained for the highest occupied orbital energy (alpha / beta) is -3.508 / -3.505 eV. Its orbital gap (alpha / beta) is 5.3 / 4.1 eV. Its spin multiplicity is 2. The energy above the lowest of the compared OMol25 structures with the same formula, charge and spin comes out at 11.0 kcal/mol.

Element x y z (Å)
1 Cs -0.96 0.84 0.32
2 C -2.70 -2.12 -1.45
3 C -3.01 -2.64 -0.07
4 C -3.71 -3.86 0.08
5 C -3.98 -4.31 1.34
6 C -3.56 -3.57 2.46
7 C -3.82 -4.02 3.77
8 C -3.39 -3.25 4.83
9 C -2.72 -2.05 4.62
10 C -2.45 -1.55 3.35
11 S -1.63 -0.05 3.17
12 C -2.87 -2.35 2.22
13 N -2.61 -1.93 0.96
14 H -3.08 -2.80 -2.21
15 H -1.62 -2.01 -1.59
16 H -3.16 -1.14 -1.60
17 H -4.02 -4.42 -0.80
18 H -4.51 -5.25 1.49
19 H -4.35 -4.95 3.93
20 H -3.58 -3.58 5.85
21 H -2.39 -1.46 5.46
22 C 2.52 -0.63 -4.71
23 C 3.30 -1.26 -3.76
24 C 3.29 -0.82 -2.44
25 C 2.50 0.25 -2.04
26 C 1.72 0.87 -3.02
27 C 1.73 0.45 -4.34
28 Ge 2.22 0.84 -0.13
29 C 3.19 2.60 -0.12
30 C 3.20 3.33 1.08
31 C 3.74 4.60 1.15
32 C 4.26 5.20 0.02
33 C 4.25 4.51 -1.19
34 C 3.73 3.22 -1.25
35 C 3.53 -0.34 0.84
36 C 4.71 0.10 1.43
37 C 5.50 -0.75 2.20
38 C 5.13 -2.08 2.38
39 C 3.96 -2.54 1.79
40 C 3.18 -1.68 1.04
41 H 2.53 -0.97 -5.74
42 H 3.93 -2.10 -4.04
43 H 3.91 -1.33 -1.70
44 H 1.09 1.71 -2.74
45 H 1.12 0.96 -5.08
46 H 2.78 2.87 1.97
47 H 3.74 5.14 2.10
48 H 4.67 6.21 0.07
49 H 4.67 4.97 -2.08
50 H 3.75 2.69 -2.19
51 H 5.03 1.13 1.29
52 H 6.42 -0.38 2.66
53 H 5.74 -2.74 2.98
54 H 3.66 -3.57 1.93
55 H 2.25 -2.05 0.61
56 Cl -2.15 2.80 -3.06
57 C -3.44 2.20 -2.06
58 C -4.34 1.32 -2.60
59 C -5.32 0.75 -1.81
60 C -5.38 1.07 -0.45
61 C -4.50 1.97 0.09
62 C -3.49 2.60 -0.69
63 C -2.63 3.54 -0.14
64 H -4.26 1.06 -3.65
65 H -6.02 0.04 -2.24
66 H -6.13 0.60 0.18
67 H -4.55 2.21 1.15
68 H -2.73 3.83 0.90
69 H -1.92 4.08 -0.74



[5]
Here is a 20-piece molecular cluster, C80H220N20O20 overall from the OMol25 dataset. Energies are from ωB97M-V/def2-TZVPD.

The value obtained for the highest occupied orbital energy is -8.320 eV. Its orbital gap is 8.6 eV. The energy above the lowest of the compared OMol25 structures with the same formula, charge and spin comes out at 129.1 kcal/mol.

Element x y z (Å)
1 C 1.30 1.22 -3.98
2 C 0.20 1.41 -5.01
3 C 0.71 1.62 -6.48
4 O 1.51 2.75 -6.68
5 C 2.12 2.84 -7.92
6 N -0.73 0.28 -4.98
7 H 1.64 2.21 -3.70
8 H 2.08 0.61 -4.44
9 H 0.91 0.81 -3.04
10 H -0.35 2.33 -4.84
11 H -0.15 1.67 -7.15
12 H 1.28 0.76 -6.83
13 H 2.77 3.71 -7.99
14 H 1.55 3.02 -8.83
15 H 2.67 1.92 -8.12
16 H -1.58 0.53 -5.47
17 H -1.18 0.27 -4.08
18 C -4.69 -7.23 -1.86
19 C -6.00 -7.11 -1.01
20 C -5.93 -8.07 0.21
21 O -4.83 -7.85 1.04
22 C -4.69 -8.79 2.12
23 N -6.08 -5.75 -0.47
24 H -4.54 -8.24 -2.25
25 H -3.88 -7.05 -1.15
26 H -4.62 -6.52 -2.69
27 H -6.82 -7.34 -1.68
28 H -5.91 -9.07 -0.22
29 H -6.86 -7.97 0.78
30 H -5.59 -8.96 2.70
31 H -3.89 -8.65 2.84
32 H -4.39 -9.74 1.67
33 H -5.48 -5.82 0.33
34 H -7.03 -5.68 -0.12
35 C -1.84 3.38 1.31
36 C -0.86 4.49 1.64
37 C -0.72 5.63 0.60
38 O -0.18 5.04 -0.61
39 C 0.00 6.01 -1.62
40 N -1.26 5.09 2.87
41 H -2.86 3.76 1.40
42 H -1.78 2.51 1.96
43 H -1.65 2.94 0.33
44 H 0.09 3.98 1.78
45 H -0.09 6.41 1.02
46 H -1.70 6.06 0.40
47 H 0.51 5.60 -2.50
48 H 0.44 6.92 -1.22
49 H -1.02 6.11 -2.00
50 H -1.41 4.28 3.47
51 H -0.46 5.45 3.37
52 C -0.87 -1.94 -0.58
53 C -0.50 -1.28 0.75
54 C 0.01 0.18 0.55
55 O 1.24 0.33 -0.13
56 C 1.72 1.68 -0.07
57 N -1.70 -1.25 1.59
58 H -1.31 -2.89 -0.27
59 H -0.03 -2.15 -1.24
60 H -1.53 -1.34 -1.21
61 H 0.35 -1.82 1.17
62 H 0.08 0.67 1.52
63 H -0.70 0.84 0.05
64 H 2.75 1.71 -0.43
65 H 1.83 2.06 0.95
66 H 1.13 2.40 -0.64
67 H -2.34 -0.59 1.19
68 H -2.11 -2.17 1.56
69 C 5.80 3.00 0.06
70 C 6.43 4.41 0.33
71 C 7.28 5.20 -0.75
72 O 8.25 4.30 -1.26
73 C 9.49 4.84 -1.70
74 N 5.47 5.36 0.97
75 H 5.42 2.54 0.98
76 H 6.59 2.29 -0.19
77 H 4.99 2.96 -0.67
78 H 7.18 4.26 1.11
79 H 7.74 6.11 -0.36
80 H 6.61 5.38 -1.59
81 H 9.93 5.23 -0.78
82 H 9.42 5.70 -2.36
83 H 10.17 4.06 -2.04
84 H 5.99 6.20 1.15
85 H 4.88 5.61 0.19
86 C -1.23 -5.04 5.03
87 C -1.01 -4.42 3.63
88 C -2.28 -4.63 2.76
89 O -2.37 -3.93 1.55
90 C -3.49 -4.27 0.75
91 N -0.78 -3.00 3.90
92 H -2.01 -4.58 5.64
93 H -0.26 -4.94 5.53
94 H -1.33 -6.12 5.02
95 H -0.14 -4.89 3.18
96 H -3.15 -4.43 3.39
97 H -2.47 -5.68 2.57
98 H -3.32 -5.15 0.13
99 H -3.75 -3.43 0.11
100 H -4.35 -4.37 1.42
101 H -0.88 -2.52 3.02
102 H -1.60 -2.66 4.39
103 C 1.72 3.37 3.84
104 C 2.42 4.56 3.22
105 C 2.23 5.87 3.99
106 O 0.94 6.35 3.93
107 C 0.75 7.77 4.02
108 N 3.85 4.24 3.25
109 H 0.64 3.52 3.88
110 H 2.07 3.31 4.86
111 H 1.89 2.54 3.15
112 H 2.11 4.70 2.18
113 H 2.99 6.55 3.59
114 H 2.57 5.76 5.02
115 H 1.32 8.25 3.23
116 H 1.14 8.12 4.98
117 H -0.30 8.01 3.95
118 H 4.45 4.72 2.59
119 H 3.92 3.27 2.97
120 C 2.86 7.61 1.06
121 C 3.39 7.76 -0.42
122 C 4.64 8.69 -0.63
123 O 4.96 8.67 -2.01
124 C 6.25 9.16 -2.27
125 N 3.68 6.41 -0.81
126 H 2.40 8.48 1.53
127 H 3.60 7.21 1.75
128 H 2.09 6.84 1.09
129 H 2.57 8.02 -1.08
130 H 5.44 8.27 -0.03
131 H 4.35 9.69 -0.30
132 H 7.05 8.55 -1.85
133 H 6.28 10.22 -2.05
134 H 6.31 9.13 -3.36
135 H 2.80 5.92 -0.72
136 H 3.92 6.35 -1.79
137 C -3.78 -3.26 -3.19
138 C -5.25 -2.96 -3.38
139 C -5.88 -3.96 -4.38
140 O -5.21 -3.70 -5.57
141 C -5.50 -4.69 -6.54
142 N -5.98 -3.23 -2.14
143 H -3.61 -4.13 -2.56
144 H -3.35 -2.38 -2.71
145 H -3.22 -3.54 -4.09
146 H -5.43 -1.92 -3.66
147 H -6.96 -3.78 -4.43
148 H -5.77 -4.99 -4.03
149 H -6.54 -4.76 -6.83
150 H -5.23 -5.71 -6.26
151 H -5.02 -4.49 -7.50
152 H -5.90 -4.17 -1.80
153 H -6.95 -3.13 -2.40
154 C 3.09 -1.72 2.72
155 C 2.72 -3.26 2.81
156 C 3.87 -4.21 2.44
157 O 3.38 -5.54 2.41
158 C 4.29 -6.35 1.74
159 N 2.23 -3.63 4.09
160 H 2.76 -1.21 1.81
161 H 4.17 -1.59 2.67
162 H 2.64 -1.08 3.48
163 H 1.86 -3.33 2.15
164 H 4.70 -4.18 3.15
165 H 4.29 -3.94 1.48
166 H 4.28 -6.25 0.65
167 H 4.06 -7.37 2.04
168 H 5.31 -6.14 2.03
169 H 1.31 -3.22 4.22
170 H 2.01 -4.61 3.99
171 C -6.27 2.10 -6.54
172 C -4.80 1.80 -6.76
173 C -4.54 0.22 -6.68
174 O -3.12 -0.03 -6.54
175 C -2.92 -1.41 -6.71
176 N -4.37 2.33 -8.08
177 H -6.41 3.15 -6.27
178 H -6.79 1.43 -5.86
179 H -6.86 1.91 -7.43
180 H -4.25 2.31 -5.96
181 H -4.90 -0.31 -7.57
182 H -5.15 -0.09 -5.83
183 H -3.41 -1.84 -7.58
184 H -3.20 -1.90 -5.78
185 H -1.86 -1.67 -6.74
186 H -4.90 1.85 -8.79
187 H -3.45 1.92 -8.11
188 C 8.14 -0.31 -1.81
189 C 7.50 -1.63 -2.27
190 C 6.09 -1.44 -2.86
191 O 5.21 -1.17 -1.76
192 C 3.84 -0.97 -2.18
193 N 8.40 -2.27 -3.23
194 H 7.53 0.27 -1.13
195 H 8.54 0.24 -2.66
196 H 9.05 -0.47 -1.23
197 H 7.34 -2.21 -1.36
198 H 5.81 -2.35 -3.38
199 H 6.05 -0.61 -3.56
200 H 3.64 0.04 -2.56
201 H 3.14 -1.04 -1.34
202 H 3.47 -1.66 -2.93
203 H 8.55 -1.60 -3.97
204 H 7.81 -2.91 -3.75
205 C -2.62 3.21 -3.25
206 C -3.40 2.44 -2.20
207 C -4.89 2.17 -2.66
208 O -5.65 1.66 -1.53
209 C -7.08 1.63 -1.74
210 N -2.79 1.16 -2.08
211 H -2.79 2.67 -4.19
212 H -1.57 3.28 -2.97
213 H -3.09 4.18 -3.46
214 H -3.42 2.94 -1.23
215 H -5.09 1.51 -3.50
216 H -5.36 3.05 -3.10
217 H -7.47 0.94 -0.99
218 H -7.49 1.02 -2.55
219 H -7.73 2.51 -1.75
220 H -3.33 0.57 -1.47
221 H -1.85 1.24 -1.72
222 C 2.65 1.33 8.88
223 C 1.51 0.66 8.17
224 C 1.28 1.01 6.69
225 O -0.03 0.49 6.13
226 C -0.24 0.39 4.72
227 N 1.77 -0.73 8.38
228 H 3.64 0.89 8.75
229 H 2.45 1.38 9.95
230 H 2.73 2.38 8.60
231 H 0.57 0.74 8.70
232 H 2.15 0.65 6.15
233 H 1.23 2.10 6.62
234 H -1.29 0.19 4.52
235 H 0.40 -0.40 4.32
236 H 0.06 1.34 4.29
237 H 2.45 -0.96 7.67
238 H 0.97 -1.27 8.09
239 C -4.82 0.58 1.87
240 C -4.95 -0.70 1.12
241 C -6.28 -1.39 1.21
242 O -6.55 -1.75 2.60
243 C -7.17 -3.04 2.81
244 N -4.44 -0.41 -0.24
245 H -5.37 1.41 1.44
246 H -3.79 0.94 1.95
247 H -5.20 0.41 2.88
248 H -4.26 -1.42 1.56
249 H -6.30 -2.26 0.55
250 H -7.13 -0.74 1.03
251 H -8.19 -2.98 2.44
252 H -7.10 -3.35 3.86
253 H -6.76 -3.79 2.13
254 H -4.61 -1.08 -0.98
255 H -5.03 0.36 -0.52
256 C 6.60 2.42 -3.85
257 C 7.36 3.39 -4.71
258 C 6.87 3.33 -6.19
259 O 7.37 2.12 -6.75
260 C 6.77 1.89 -8.00
261 N 7.20 4.76 -4.16
262 H 5.58 2.82 -3.80
263 H 7.01 2.37 -2.85
264 H 6.66 1.44 -4.34
265 H 8.43 3.17 -4.67
266 H 7.23 4.23 -6.69
267 H 5.79 3.46 -6.24
268 H 7.15 1.05 -8.57
269 H 6.89 2.72 -8.70
270 H 5.70 1.73 -7.90
271 H 7.57 4.63 -3.24
272 H 7.88 5.34 -4.63
273 C -3.68 2.57 4.23
274 C -3.78 3.38 5.52
275 C -2.55 3.32 6.39
276 O -1.34 3.73 5.80
277 C -0.35 4.14 6.73
278 N -3.97 4.78 5.17
279 H -2.71 2.77 3.77
280 H -4.32 2.84 3.39
281 H -3.78 1.51 4.44
282 H -4.70 3.08 6.02
283 H -2.42 2.26 6.62
284 H -2.79 3.90 7.28
285 H -0.23 3.46 7.57
286 H -0.55 5.08 7.24
287 H 0.55 4.28 6.13
288 H -4.13 5.26 6.04
289 H -3.09 4.99 4.73
290 C -0.35 -3.13 -4.03
291 C 1.07 -2.84 -4.15
292 C 2.05 -4.09 -4.24
293 O 1.94 -4.92 -3.06
294 C 2.36 -4.22 -1.82
295 N 1.19 -1.99 -5.26
296 H -0.99 -2.26 -4.15
297 H -0.59 -3.65 -3.10
298 H -0.76 -3.75 -4.83
299 H 1.43 -2.28 -3.29
300 H 3.11 -3.84 -4.35
301 H 1.77 -4.75 -5.06
302 H 1.64 -3.44 -1.58
303 H 3.36 -3.79 -1.97
304 H 2.44 -4.95 -1.02
305 H 0.59 -1.20 -5.08
306 H 0.81 -2.42 -6.09
307 C -1.62 -1.08 8.91
308 C -1.97 -1.95 7.68
309 C -3.05 -1.26 6.72
310 O -3.21 -2.15 5.58
311 C -4.15 -1.75 4.57
312 N -0.72 -2.15 6.94
313 H -2.54 -0.97 9.49
314 H -1.38 -0.03 8.74
315 H -0.85 -1.56 9.52
316 H -2.34 -2.94 7.96
317 H -2.74 -0.30 6.31
318 H -3.92 -1.13 7.35
319 H -5.09 -1.39 4.98
320 H -4.32 -2.56 3.86
321 H -3.67 -0.99 3.95
322 H -0.85 -2.77 6.16
323 H -0.47 -1.24 6.57
324 C -0.37 -7.99 2.89
325 C -0.07 -8.11 1.41
326 C -0.52 -6.88 0.63
327 O -0.29 -7.05 -0.79
328 C -0.68 -5.96 -1.58
329 N 1.38 -8.27 1.18
330 H -1.42 -7.69 2.93
331 H 0.17 -7.16 3.34
332 H -0.12 -8.81 3.55
333 H -0.65 -8.98 1.11
334 H 0.07 -6.03 0.97
335 H -1.55 -6.60 0.88
336 H -1.68 -5.65 -1.27
337 H -0.50 -6.17 -2.63
338 H -0.03 -5.13 -1.28
339 H 1.62 -8.28 0.20
340 H 1.87 -7.60 1.76